Here is a single CH5NOS2 molecule in a non-equilibrium geometry from OMol25. Energies are from wB97M-V/def2-TZVPD.

Computed properties:
- Lowest unoccupied orbital energy: 0.0127 hartree
- Molar mass: 111.19 g/mol
- Relative energy (zero: lowest compared OMol25 entry of this formula, charge and spin): 46.0 kcal per mole
- HOMO energy: -0.325 Eh
- Frontier orbital gap: 9.2 eV

Last column: Mulliken charge in e.
Cartesian coordinates (Å):
C: 0.1196 1.9723 0.6092  -0.901
N: 0.2209 -2.3464 -0.9057  -0.553
O: -1.8488 0.3990 -0.4061  -0.515
S: 0.5725 -1.2997 0.4040  -0.050
S: -0.3969 0.4523 -0.5131  0.492
H: 1.2820 1.9825 0.5236  0.304
H: -0.0109 1.9650 1.6621  0.348
H: -0.4456 2.7872 0.2005  0.305
H: 1.0576 -2.9100 -0.9913  0.287
H: -0.5504 -3.0021 -0.5832  0.283